The following is a DFT calculation (the ωB97M-V functional and the def2-TZVPD basis) of a structure of composition C2H5NO4 in a non-equilibrium geometry.

XYZ file:
```
12
Properties=species:S:1:pos:R:3:lowdin_charge:R:1
O -0.028 1.439 1.041 0.0919
O 1.785 -0.482 0.989 0.0696
O -0.163 1.377 -1.184 0.0592
O 1.646 -0.670 -1.156 0.0954
N 1.288 -0.202 -0.113 -0.3579
C 0.086 0.672 -0.064 -0.5106
C -1.099 -0.865 0.093 0.1101
H -2.027 -0.454 0.283 0.0336
H 0.051 0.913 1.861 0.1340
H -0.860 -1.435 -0.734 0.0362
H 0.202 0.893 -2.069 0.2095
H -0.880 -1.186 1.053 0.0291
```

- F_max (eV/A) = 5.21
- energy above the lowest of the compared OMol25 structures with the same formula, charge and spin (kcal per mole) = 144.0
- lowest unoccupied orbital energy (hartree) = -0.0067
- E (hartree) = -434.76468
- Kohn-Sham gap (Eh) = 0.358
- HOMO energy (eV) = -9.92